No. 1
{"formula": "H24O36S6Zn4", "method": "ωB97M-V/def2-TZVPD", "symbols": ["Zn", "Zn", "Zn", "Zn", "S", "O", "O", "O", "O", "S", "O", "O", "O", "O", "S", "O", "O", "O", "O", "S", "O", "O", "O", "O", "S", "O", "O", "O", "O", "S", "O", "O", "O", "O", "O", "H", "H", "O", "H", "H", "O", "H", "H", "O", "H", "H", "O", "H", "H", "O", "H", "H", "O", "H", "H", "O", "H", "H", "O", "H", "H", "O", "H", "H", "O", "H", "H", "O", "H", "H"], "positions_angstrom": [[1.106, 1.535, 2.840], [-2.315, -1.511, 2.072], [1.702, -2.091, -1.912], [-1.518, 2.141, -1.703], [-1.638, 5.146, 0.055], [-0.603, 5.121, 1.160], [-1.493, 3.805, -0.630], [-2.969, 5.334, 0.598], [-1.250, 6.232, -0.861], [-4.603, 1.372, -0.591], [-5.372, 2.500, -1.121], [-3.227, 1.312, -1.191], [-4.478, 1.562, 0.883], [-5.242, 0.081, -0.941], [0.592, -2.090, -4.947], [0.028, -3.459, -5.032], [0.563, -1.740, -3.454], [1.962, -2.048, -5.431], [-0.274, -1.123, -5.675], [0.055, -0.081, 0.229], [0.985, 0.442, 1.243], [-0.679, 1.028, -0.344], [0.874, -0.687, -0.821], [-0.870, -1.009, 0.873], [4.827, -1.194, -2.733], [5.584, -1.817, -1.615], [3.341, -1.166, -2.412], [5.258, 0.220, -2.856], [5.052, -1.918, -3.983], [-0.207, -0.939, 4.467], [-1.024, -1.772, 3.539], [-0.096, 0.410, 3.828], [-0.812, -0.851, 5.783], [1.163, -1.511, 4.531], [-3.781, -1.508, 0.552], [-4.457, -2.173, 0.394], [-4.086, -0.702, 0.037], [-0.662, 2.540, 2.326], [-0.861, 3.525, 2.106], [-1.218, 2.047, 1.694], [-2.854, 0.394, 2.535], [-3.374, 1.113, 1.968], [-2.362, 0.892, 3.209], [2.031, 2.913, 1.647], [2.895, 3.339, 1.581], [1.439, 3.442, 1.083], [-2.021, -3.552, 1.452], [-2.367, -4.022, 0.681], [-1.887, -4.230, 2.129], [0.380, 2.756, -2.368], [0.738, 3.541, -1.936], [1.151, 2.133, -2.463], [1.137, -3.154, 2.142], [1.006, -2.224, 2.423], [1.497, -3.589, 2.922], [0.039, -3.341, -1.247], [0.059, -4.300, -1.369], [-0.162, -3.204, -0.302], [2.943, -2.622, -0.108], [3.575, -3.333, -0.294], [2.368, -2.965, 0.615], [2.845, 0.605, 3.234], [3.458, 0.291, 2.551], [2.671, -0.173, 3.816], [-1.069, 0.477, -3.049], [-0.396, -0.114, -3.477], [-1.831, 0.443, -3.642], [3.023, 1.563, -1.603], [3.406, 0.735, -2.032], [2.306, 1.223, -1.055]], "forces_ev_per_a": [[-1.168, 0.105, -1.088], [0.111, 1.409, -0.761], [0.706, 0.819, -1.278], [-0.082, 0.121, 0.353], [1.177, 1.032, -0.024], [-0.093, -0.921, 0.574], [-0.201, 0.056, -0.152], [-0.287, -0.290, 0.148], [-0.171, -0.387, -0.287], [-0.635, 2.742, -0.816], [0.220, -0.677, -0.152], [-0.153, -0.186, -0.183], [0.437, -0.830, 0.364], [0.264, -0.641, 0.794], [-0.146, -0.929, -1.583], [-0.139, -0.113, 0.090], [-0.216, 0.700, 0.333], [0.021, 0.071, 0.116], [0.125, -0.086, 0.988], [0.643, 1.124, -1.262], [0.606, -0.690, -0.009], [0.094, 0.001, 1.233], [-0.559, -0.122, 0.833], [0.245, -1.244, -0.444], [2.027, 0.257, -0.725], [-0.645, -0.466, 0.340], [-0.239, -0.040, 0.288], [-0.602, -0.131, 0.159], [-0.188, -0.251, 0.254], [1.160, 0.274, 0.717], [-0.611, -0.802, 0.250], [-0.697, 0.011, 0.975], [-0.190, -0.018, -0.242], [-0.098, 0.027, -0.270], [0.510, -0.662, 0.733], [-0.049, 0.295, -0.080], [-0.503, -0.282, -0.244], [-0.804, 1.592, 0.003], [0.671, -0.809, -0.270], [0.414, 0.134, -0.123], [-0.536, 1.546, 0.199], [-0.113, -1.505, -0.215], [0.164, -0.415, -0.180], [0.510, 0.991, -0.124], [-0.104, -0.261, 0.020], [-0.426, -0.055, 0.154], [-0.244, -0.913, 0.261], [-0.048, 0.462, -0.064], [0.272, 0.320, -0.035], [1.045, -0.334, -0.477], [-0.267, 0.026, 0.100], [-0.655, 0.531, 0.064], [0.226, 0.049, -0.362], [-0.103, -0.589, 0.001], [-0.076, 0.331, 0.091], [-0.142, -0.687, 0.812], [0.044, 0.245, -0.246], [0.135, 0.257, -0.222], [-0.753, -0.992, 0.553], [0.255, 0.545, -0.207], [0.265, 0.313, -0.249], [1.124, -0.776, 1.109], [-0.472, 0.193, -0.206], [-0.356, 0.282, -0.357], [-0.635, 0.371, -0.531], [-0.060, -0.037, 0.406], [0.241, -0.352, -0.011], [-0.191, -0.441, -0.351], [-0.217, 0.998, 0.402], [0.164, -0.296, 0.111]], "lowdin_charge": [0.72, 0.74, 0.72, 0.72, 0.26, -0.46, -0.42, -0.38, -0.43, 0.31, -0.37, -0.38, -0.38, -0.39, 0.26, -0.46, -0.46, -0.38, -0.43, 0.37, -0.34, -0.31, -0.30, -0.33, 0.26, -0.46, -0.44, -0.42, -0.40, 0.33, -0.39, -0.39, -0.34, -0.38, -0.06, 0.06, 0.02, -0.09, 0.08, 0.05, -0.10, 0.07, 0.05, -0.02, 0.09, 0.09, -0.02, 0.09, 0.08, -0.05, 0.07, 0.08, -0.06, 0.03, 0.05, -0.02, 0.08, 0.04, -0.05, 0.07, 0.02, -0.04, 0.11, 0.07, -0.05, 0.05, 0.07, -0.10, 0.02, -0.01], "total_energy_ha": -12229.843356, "total_charge": -4}

---

No. 2
{"formula": "H25O12", "method": "ωB97M-V/def2-TZVPD", "symbols": ["O", "H", "H", "O", "H", "H", "O", "H", "O", "H", "H", "O", "H", "H", "O", "H", "H", "O", "H", "H", "O", "H", "H", "O", "H", "H", "O", "H", "H", "O", "H", "H", "O", "H", "H", "H", "H"], "positions_angstrom": [[-3.240, 0.001, 1.311], [1.182, -0.014, -0.153], [1.426, -1.537, -1.021], [-0.950, 1.448, -3.548], [-0.046, 1.645, -3.835], [-4.328, -1.966, 0.015], [-0.914, -1.843, -2.488], [0.694, 1.464, 0.851], [3.990, -0.028, -0.013], [-1.484, -1.106, -2.777], [4.138, -0.765, 0.629], [2.188, 1.989, -2.252], [2.116, 1.033, -2.198], [3.144, 2.113, -2.170], [-0.788, 1.827, 0.211], [-1.567, 1.961, 0.761], [-0.947, 1.448, -0.667], [-3.753, -1.521, -0.634], [-0.827, -2.289, -3.353], [-0.110, -0.886, 3.710], [1.145, -0.699, -1.422], [0.184, -0.859, -1.658], [-1.552, 1.510, -4.303], [1.314, 0.667, 0.656], [-4.182, -0.237, 1.181], [2.287, 0.811, 0.685], [-2.781, 2.871, 3.216], [-1.850, 2.947, 3.462], [-2.950, 2.003, 2.828], [-0.756, -1.557, 3.445], [3.995, -0.447, -0.883], [-2.795, -0.612, 1.928], [4.011, -1.840, 1.957], [-3.136, -2.240, -0.899], [3.615, -2.678, 2.199], [-0.811, -1.297, 2.517], [4.339, -1.317, 2.711]], "forces_ev_per_a": [[-0.124, -0.462, -1.199], [-0.369, 1.238, -0.302], [0.127, -0.217, -0.561], [-0.076, -0.533, 0.424], [-0.371, 0.152, -0.177], [-0.451, -0.249, -0.147], [-1.362, 0.267, -0.858], [0.459, -1.249, -1.328], [-0.589, -0.241, 0.254], [0.166, 0.136, 0.164], [-0.041, 0.302, -0.405], [0.266, -0.222, 0.183], [-0.167, -0.217, -0.112], [-0.144, 0.401, -0.118], [0.364, -0.046, 0.469], [-0.287, 0.156, -0.688], [-0.519, 0.567, 0.242], [0.179, 0.139, 0.674], [0.456, -0.222, 0.549], [-0.011, -0.277, 0.748], [-0.732, -0.124, 1.192], [1.224, -0.313, -0.418], [0.472, 0.216, 0.029], [0.652, 0.043, 1.136], [0.113, 0.329, 0.599], [0.196, 0.120, -0.088], [-0.021, -0.006, -0.358], [-0.215, -0.205, 0.013], [0.266, 0.192, 0.358], [0.024, 0.888, -0.693], [0.258, 0.122, 0.059], [-0.282, -0.270, 0.436], [0.160, 0.858, -0.186], [0.373, 0.234, -0.124], [0.232, -0.007, 0.585], [0.069, -0.542, -0.253], [-0.293, -0.957, -0.099]], "lowdin_spin": [0.51, 0.00, 0.00, 0.00, 0.00, 0.00, 0.00, 0.00, 0.00, 0.00, 0.00, 0.00, 0.00, 0.00, 0.00, 0.00, 0.00, 0.48, 0.00, 0.00, 0.00, 0.00, 0.00, 0.00, 0.00, 0.00, 0.01, 0.00, 0.00, 0.00, 0.00, 0.00, 0.00, 0.00, 0.00, 0.00, 0.00], "spin_multiplicity": 2, "total_energy_ha": -917.092818, "s2": 0.758, "total_charge": 2}

---

No. 3
{"formula": "H25O13", "method": "ωB97M-V/def2-TZVPD", "symbols": ["O", "H", "H", "O", "H", "H", "O", "H", "O", "H", "H", "O", "H", "H", "O", "H", "H", "O", "H", "H", "O", "H", "H", "O", "H", "H", "O", "H", "H", "O", "H", "H", "O", "H", "H", "O", "H", "H"], "positions_angstrom": [[-1.909, -3.376, 0.928], [0.435, 1.570, 1.270], [2.860, -0.788, 1.046], [3.758, 0.879, -1.599], [4.269, 0.784, -0.791], [0.781, -3.489, 2.600], [2.399, -0.906, 1.866], [1.594, -0.361, 1.884], [-0.043, 3.835, 1.842], [-0.241, 3.372, 1.020], [-0.291, 3.380, 2.650], [0.443, -0.041, -3.106], [-1.180, -3.172, 0.335], [-0.215, 0.311, -2.507], [-3.071, -1.671, 2.554], [-2.776, -2.138, 1.731], [-2.942, -0.742, 2.324], [1.672, -3.684, 2.310], [-2.865, -0.683, -1.430], [1.563, -1.834, -1.711], [0.835, 0.913, 0.688], [0.132, -0.865, -3.482], [2.217, -2.893, 2.167], [1.829, -2.658, -2.149], [2.855, 1.137, -1.490], [-2.402, 2.178, -0.039], [0.980, 3.461, -2.730], [0.829, 3.967, -1.919], [1.009, 2.577, -2.355], [-1.543, 0.842, -0.041], [-1.686, 0.575, 0.874], [2.387, -3.053, -1.478], [-3.118, 2.894, -0.031], [-1.661, 0.006, -1.656], [0.023, 0.764, 0.035], [-2.275, -0.536, -2.183], [-3.139, 3.231, 0.870], [-1.515, -3.787, 1.704]], "forces_ev_per_a": [[0.060, -0.359, -0.253], [0.280, -0.054, -0.093], [-0.213, 0.559, -0.620], [1.422, -0.530, -0.966], [-0.785, 0.319, 0.193], [0.262, 0.741, 0.033], [0.199, -0.972, 1.443], [0.371, 0.154, -0.963], [0.566, 0.880, -0.002], [-0.478, -0.360, 0.488], [-0.283, -0.456, -0.529], [1.090, 0.465, 0.065], [0.102, 0.047, -0.106], [-0.334, -0.304, -0.282], [0.176, 0.182, -0.655], [-0.227, 0.285, 0.804], [-0.168, -0.126, 0.168], [0.561, -1.062, -0.237], [-0.316, -0.152, -0.357], [-0.087, 0.048, -0.520], [-0.209, 0.032, -0.834], [-0.469, -0.041, 0.208], [-0.944, 0.416, 0.257], [-0.142, 0.338, 0.432], [-0.624, 0.154, 0.868], [-0.535, -0.013, -0.113], [-0.009, 0.159, 0.716], [-0.028, 0.279, -0.345], [0.005, -0.440, -0.414], [0.302, 0.121, -0.106], [0.038, -0.215, -0.188], [0.189, -0.361, 0.034], [0.225, 0.188, 0.132], [-0.265, 0.161, 0.235], [0.239, 0.211, 1.419], [-0.033, -0.276, 0.220], [0.025, 0.004, -0.088], [0.039, -0.023, -0.048]], "lowdin_charge": [-0.04, -0.01, 0.02, -0.04, 0.03, 0.01, -0.07, 0.02, -0.06, 0.02, 0.04, -0.04, 0.07, 0.00, -0.10, -0.01, 0.01, -0.08, 0.03, 0.02, -0.15, 0.04, 0.00, -0.06, 0.00, -0.04, -0.05, 0.04, 0.00, -0.36, -0.03, 0.02, -0.14, -0.04, 0.02, -0.10, 0.00, 0.05], "total_energy_ha": -993.152728, "total_charge": -1}